(1)
C22H37N2O8 | ωB97M-V with the def2-TZVPD basis set

The geometry in ORCA input format:
```
! RIJCOSX wB97M-V def2-TZVPD def2/J DEFGRID3
* xyz -1 1
C -1.533 7.925 -2.522
H 0.234 -3.770 2.486
C 7.435 -1.197 -0.994
H -0.711 8.629 -2.675
H -1.363 1.004 -0.451
N 5.108 0.964 2.415
H 3.897 -1.382 3.431
N 1.311 -2.317 3.663
H 3.068 -1.630 1.811
C -1.170 -2.149 3.382
H 5.651 -1.890 2.148
O -2.627 0.547 1.267
H -7.144 -2.428 -0.832
C 5.883 0.278 1.332
H -5.796 -1.275 -1.117
C -1.245 6.609 -3.220
O -4.828 -4.263 -3.316
H -4.681 -6.197 -1.375
H -7.316 -1.115 -2.011
H 0.427 -2.128 1.674
H 6.456 2.214 0.104
H -1.569 -3.052 3.972
H 2.486 3.983 -0.111
O 2.909 1.242 1.553
C -2.334 -1.679 2.378
C 1.475 4.390 -0.143
C 6.099 -1.273 1.290
C 1.717 -0.880 3.474
C 3.136 -0.918 2.715
O -6.144 -2.671 -2.631
H -2.186 -1.216 0.191
C -4.329 -6.446 -2.379
H -3.164 0.650 -0.752
C -1.864 -0.716 1.185
H -2.914 -2.594 1.997
C 7.299 0.365 -0.996
H 0.970 -0.284 2.843
O 1.303 5.045 -1.402
C 3.684 0.495 2.205
H -3.401 -5.506 -4.069
H -2.957 -4.770 -2.534
H 5.404 0.612 3.340
C -5.141 -3.488 -2.265
H 7.748 0.952 -1.862
H -2.658 2.292 -0.026
C -2.418 1.163 -0.041
H -1.194 6.773 -4.299
C -6.615 -1.830 -1.579
H -0.764 -0.416 1.205
O -0.906 5.260 -0.918
H -0.897 -1.362 4.184
H 1.364 5.110 0.671
O -4.626 -3.526 -1.175
C 6.850 -2.033 0.173
H -2.039 5.878 -3.043
H -5.183 -6.858 -2.923
H 7.961 -1.764 -1.831
C 0.044 5.442 -1.642
C -3.786 -5.220 -3.087
C 0.200 -2.627 2.682
H 6.895 -3.170 0.259
H -3.559 -7.215 -2.293
H -3.090 -1.075 3.018
H -1.634 7.784 -1.443
H -2.456 8.370 -2.900
H 1.898 -0.380 4.505
O 0.027 6.091 -2.820
C 6.538 1.080 0.149
H 0.769 3.565 -0.025
*
```

## Properties
- HOMO (Eh) = -0.06541
- DFT total energy (eV) = -42767.3098
- Kohn-Sham gap (eV) = 4.2

(2)
C22H37N3O10S2 | ωB97M-V with the def2-TZVPD basis set

The geometry in ORCA input format:
```
! RIJCOSX wB97M-V def2-TZVPD def2/J DEFGRID3
* xyz 0 1
C 0.253 -1.624 -2.561
C -1.278 -1.967 -2.309
S -5.738 2.442 2.750
N 4.076 -2.452 -3.377
O 3.911 5.045 4.261
H -2.958 1.838 1.795
H 0.765 3.065 1.718
C 0.220 -0.083 -2.367
H 2.913 -4.582 -1.463
N -1.773 -0.929 -1.406
C -3.637 -2.387 -0.391
O -5.013 3.680 2.007
H -3.095 2.851 0.364
H 1.026 -4.350 -4.125
C 1.855 4.901 2.047
H 6.122 -2.566 -2.776
H 5.464 -0.858 -2.680
H 5.311 -3.189 -0.543
C -1.253 0.351 -1.971
H 1.727 -6.704 -1.121
H 1.944 6.043 5.954
C 1.283 -4.056 -3.036
S 2.667 4.352 4.475
H 0.905 4.579 6.025
H 1.853 3.519 0.386
H 1.894 -8.236 -3.215
H 0.776 -6.448 -2.667
H 0.327 -4.313 -2.437
C -3.610 3.863 2.202
H 3.314 -5.095 -3.226
C 1.735 3.503 1.472
C -3.232 -0.882 -1.112
H -3.369 4.867 1.845
C 1.850 -6.447 -2.236
H 4.371 -2.326 -4.357
H -1.731 3.071 1.485
C 4.941 -2.176 -0.930
H 2.511 4.576 6.804
O -5.474 1.235 2.009
N 2.595 -7.498 -3.016
H -3.360 3.830 3.266
C -7.408 2.933 2.437
H 1.125 5.551 1.559
C -2.799 2.850 1.416
H -3.877 -1.469 1.838
O -5.484 2.530 4.164
C 1.926 4.954 5.965
H 3.824 0.433 -3.080
O -1.836 1.454 -2.063
O 1.562 2.093 -2.415
H -7.542 3.054 1.362
O -1.840 -2.934 -2.875
H -3.864 -0.806 -2.058
H 1.658 2.451 -3.335
H -3.529 -0.092 -0.337
C 2.834 -1.711 -3.089
H -4.694 -3.287 1.447
C 1.484 -2.482 -2.904
H -7.608 3.864 2.964
C -4.330 -2.243 1.137
O 1.562 4.926 3.445
H 3.864 -2.036 -0.580
O -2.833 -2.755 0.832
H 2.501 2.840 1.882
H 3.309 -7.961 -2.438
C 1.539 0.677 -2.579
C 2.475 -4.952 -2.451
C 5.180 -1.953 -2.498
H 5.557 -1.359 -0.389
H 2.845 5.326 1.854
O 2.595 2.915 4.482
H -4.054 -3.254 -1.105
H -8.062 2.142 2.806
C 2.836 -0.140 -2.934
*
```

## Properties
- HOMO (Eh) = -0.32576
- DFT total energy (eV) = -70019.7019
- Kohn-Sham gap (eV) = 8.3
- structure (SMILES) = CCNc1cc(O)c2c(c1CCCN)C(=O)N(C[C@@H]1CO1)C2=O.CCOS(C)(=O)=O.CCOS(C)(=O)=O

(3)
C22H37N8PReS | ωB97M-V with the def2-TZVPD basis set

The geometry in ORCA input format:
```
! RIJCOSX wB97M-V def2-TZVPD def2/J DEFGRID3
* xyz 2 2
C 0.023 -3.424 -4.347
N -0.794 -0.672 0.889
C -0.566 4.022 -0.225
H -1.132 1.869 2.989
C 2.385 -1.115 1.527
C 2.225 1.078 2.681
H 2.585 -2.207 -1.794
H -2.385 5.047 0.391
C 0.116 -2.102 -3.959
H -0.154 5.029 -0.312
C 2.540 0.407 4.009
H 3.300 -0.840 0.988
H 1.276 2.890 -0.046
H 0.813 3.721 1.426
H -0.506 4.335 -4.720
H -2.213 1.484 1.642
H 1.806 -1.784 0.883
H 2.489 -4.624 -2.361
H 3.409 -2.642 2.620
H -2.968 -3.604 0.311
H -0.173 -1.457 2.730
C 3.419 -0.821 3.799
H 4.387 -0.511 3.393
H -1.195 4.236 2.462
C -0.515 2.327 -4.389
H -1.597 -3.464 2.623
H -3.691 -2.877 1.722
N 1.602 0.115 1.754
N -0.473 0.148 -4.072
H -1.850 3.469 -5.394
C 1.803 -3.932 -2.827
H 3.036 1.131 4.657
H -0.700 -3.714 -5.097
C -0.705 -1.033 -4.519
C 0.874 -4.355 -3.765
C -1.722 -0.889 -0.242
H -2.841 3.659 2.388
Re 0.960 0.375 -2.513
S 1.089 2.378 -3.575
H -0.758 -3.277 1.098
C -1.528 -2.834 1.736
C -1.955 4.048 0.445
H -3.731 -1.535 -0.579
C -1.871 3.591 1.897
C 1.862 -2.589 -2.501
N -1.147 1.208 -4.593
H 1.605 0.123 4.503
H -2.642 3.387 -0.091
H -1.426 -1.199 -5.311
C 2.751 -1.800 2.838
H -1.881 0.059 -0.764
H 3.147 1.453 2.224
N -1.007 3.471 -4.840
C -1.074 -1.439 2.126
H -1.851 -0.934 2.709
H -3.496 -0.686 0.927
C -2.878 -2.767 1.004
P 0.348 0.467 0.800
H 1.853 -2.216 3.302
H 0.818 -5.396 -4.051
H 1.551 1.920 2.817
C 0.420 3.170 0.569
H -1.272 -1.593 -0.953
N 1.030 -1.692 -3.046
H 3.622 -1.311 4.751
H -0.643 3.624 -1.239
C -1.404 2.142 1.966
N 0.900 0.440 -0.784
N -0.251 1.946 1.045
C -3.049 -1.431 0.266
*
```

## Properties
- HOMO (spin up / spin down) (Eh) = -0.53468 / -0.53529
- DFT total energy (eV) = -57577.7257
- Kohn-Sham gap (spin up / spin down) (eV) = 7.2 / 7.1
- relative energy (zero: lowest compared OMol25 entry of this formula, charge and spin) (kcal/mol) = 6.7

(4)
C22H37N9O3Ti | ωB97M-V with the def2-TZVPD basis set

The geometry in ORCA input format:
```
! RIJCOSX wB97M-V def2-TZVPD def2/J DEFGRID3
* xyz 2 3
H 0.329 -3.302 4.453
C -2.269 -0.333 -1.331
C 1.609 1.782 -3.017
N 0.225 2.001 0.415
C -0.956 2.527 0.484
N -0.203 -1.179 -1.843
H -3.353 -1.813 4.365
C -1.493 -1.331 -2.029
H 2.920 1.037 -0.413
H -3.769 2.780 0.364
H 2.738 3.849 -4.370
N 0.630 2.341 -3.742
C -3.643 -0.137 -1.368
Ti 0.464 0.161 -0.445
C -4.189 0.961 -0.728
O 1.448 1.083 -2.015
H -2.248 4.215 0.778
C -1.353 -1.030 4.541
H 1.155 3.423 1.711
H 2.818 2.417 -5.457
H -1.887 -2.163 -3.965
H 1.838 3.303 0.095
C -0.394 -1.276 2.315
C 3.487 -0.450 0.849
C -2.097 -2.375 -2.912
C -3.350 1.893 -0.093
H -3.176 -2.430 -2.789
H -2.894 -1.302 6.005
H 3.699 -0.346 1.910
H 2.481 -2.233 1.528
C 3.165 2.858 -4.522
C -1.242 3.891 1.027
C -1.744 -3.856 4.335
H -1.149 3.064 -3.269
N 2.555 0.621 0.437
N -0.705 2.163 -3.379
C 2.409 1.711 1.429
H 0.462 -3.064 -2.556
O -2.166 -3.109 5.458
H -0.597 -0.891 5.315
N -0.086 -0.750 1.327
O 2.857 1.991 -3.407
H 4.436 -0.337 0.329
C 0.779 -2.020 -2.538
H 0.854 2.803 -4.604
H 3.655 -2.537 0.259
H -1.536 -4.867 4.675
H 0.895 -1.707 -3.577
H 2.672 -1.021 -2.101
C 2.883 -1.844 0.595
C 2.122 -1.908 -1.794
H 2.039 1.268 2.354
H 4.244 2.932 -4.544
C -0.492 -3.243 3.736
N -1.473 0.539 -0.637
H -0.209 -3.755 2.818
H -4.282 -0.821 -1.910
H 3.357 2.201 1.644
H -0.539 4.623 0.629
H -1.147 3.904 2.117
N -0.764 -1.819 3.439
C -2.540 -1.792 5.101
H -5.258 1.119 -0.742
C -2.001 1.663 -0.071
H -2.539 -3.890 3.580
H -1.685 -3.362 -2.696
H -1.192 1.635 -4.091
H 2.739 -2.785 -2.002
N 1.769 -1.786 -0.367
C 1.401 2.725 0.914
H -1.662 -0.059 4.159
H 1.146 -2.560 -0.166
*
```

## Properties
- HOMO (spin up / spin down) (Eh) = -0.40994 / -0.52722
- DFT total energy (eV) = -66072.6049
- Kohn-Sham gap (spin up / spin down) (eV) = 5.9 / 8.8
- relative energy (zero: lowest compared OMol25 entry of this formula, charge and spin) (kcal/mol) = 7.6

(5)
C22H38AsGeN5PS4Ti | ωB97M-V with the def2-TZVPD basis set

The geometry in ORCA input format:
```
! RIJCOSX wB97M-V def2-TZVPD def2/J DEFGRID3
* xyz -2 2
H -1.726 1.937 5.394
Ti -0.104 0.353 1.349
N -3.271 -2.631 -1.311
C 0.047 -0.282 3.419
H -0.507 3.193 5.704
H 1.834 -1.378 4.100
H 3.907 4.150 -3.947
H 2.566 -0.387 1.904
H -1.854 0.988 -2.198
C 2.195 1.231 -1.005
H 3.477 -0.409 -2.357
H 3.165 2.679 -4.521
H -4.649 -1.068 -1.173
H -3.012 -1.669 -4.344
H 1.982 3.287 -2.544
Ge 0.568 1.164 4.586
C -2.370 -1.207 -3.586
C 1.180 0.488 6.358
S -2.376 1.256 1.768
C 0.317 -3.531 2.172
As -0.514 3.232 -4.279
C 1.627 -2.002 0.849
C 3.778 3.092 -3.717
C 5.118 2.370 -3.607
C -0.528 -1.685 -2.099
H -0.941 -0.647 3.727
C 1.096 -1.402 3.277
H 2.060 -0.149 6.248
C 2.134 2.144 3.891
C -2.445 0.246 -1.655
S 0.642 4.803 -5.045
H 1.918 2.527 2.892
H 2.392 2.984 4.541
C -0.858 2.452 4.981
C 4.915 0.858 -3.376
P -1.291 -0.805 -0.655
H 0.763 -3.805 0.032
H 5.655 0.484 -2.665
H -1.165 2.950 4.062
H 2.135 -1.741 -0.079
H -3.098 0.777 -0.961
S 0.388 1.375 -4.661
C 3.019 2.982 -2.404
H 0.055 -3.126 4.226
H 1.437 1.320 7.019
N 3.088 1.584 -1.913
H 0.081 -0.965 -2.654
H -1.730 -0.463 -4.062
H 5.058 0.307 -4.309
S -0.845 2.549 1.158
C -2.387 -3.215 -2.320
C 1.769 -1.127 1.930
H 2.997 1.476 3.830
C 0.453 -2.774 3.278
C 0.861 -3.154 0.891
N -3.234 -0.544 -2.612
C -4.039 -1.553 -1.938
H -1.938 -2.935 0.297
H 5.722 2.539 -4.501
H 5.676 2.795 -2.767
C 3.509 0.550 -2.873
H 0.392 -0.102 6.832
H -0.206 -4.482 2.255
H -3.018 -3.702 -3.072
N 1.424 0.950 -0.194
C -2.494 -2.120 -0.172
H -3.170 -1.699 0.576
N -1.530 -2.260 -3.011
H 0.122 -2.477 -1.725
H -1.763 -3.973 -1.840
H 3.473 3.622 -1.643
H -4.700 -2.007 -2.683
H 2.793 0.514 -3.698
*
```

## Properties
- HOMO (spin up / spin down) (Eh) = -0.02629 / -0.02589
- DFT total energy (eV) = -223982.6694
- Kohn-Sham gap (spin up / spin down) (eV) = 5.0 / 5.0
- relative energy (zero: lowest compared OMol25 entry of this formula, charge and spin) (kcal/mol) = 18.5

(6)
C22H38BBeCl3Cs2FN4O6 | ωB97M-V with the def2-TZVPD basis set

The geometry in ORCA input format:
```
! RIJCOSX wB97M-V def2-TZVPD def2/J DEFGRID3
* xyz 1 1
C -0.777 3.198 2.174
Cl 8.519 -1.078 2.841
C 0.172 4.441 2.562
F -4.590 4.806 -2.251
H -3.896 1.232 -4.333
H -2.253 -7.346 0.935
H -3.814 2.360 2.243
H -0.019 -6.439 0.384
H -2.181 -6.817 -0.757
N 0.671 4.923 5.102
C -1.789 -7.534 -0.034
C 2.975 -1.664 2.047
C 1.680 -1.966 1.646
H -1.078 5.403 -2.873
C -0.119 1.884 2.693
H -0.307 -9.570 -1.544
H -2.611 5.748 -3.650
H -2.387 0.709 -6.281
C 0.635 -8.239 -0.150
H 0.271 3.236 0.314
C 0.237 -9.621 -0.600
C -1.362 1.831 0.037
H 5.789 -3.217 -0.309
H -1.342 4.045 0.271
B -2.293 3.396 2.731
C 3.944 -2.641 1.901
O 6.453 -3.575 0.284
H 1.221 4.249 1.959
O -2.597 3.915 -2.760
O 1.809 -7.918 0.000
H 8.760 -0.926 0.501
H -3.168 5.439 -0.807
H -0.571 1.193 -0.415
Cs 5.294 -5.943 1.773
N 0.234 0.809 2.778
H -3.403 1.720 -7.323
Cl 2.469 3.179 1.788
H -0.229 5.395 2.185
C -2.678 6.100 -1.534
C -0.790 3.153 0.604
O -2.329 2.735 -5.922
H 8.592 -2.607 1.045
C 0.588 4.560 4.024
H 1.133 -10.217 -0.748
Cs 0.711 2.481 5.906
C 3.586 -3.868 1.364
H 3.214 -0.695 2.461
H 0.887 -1.237 1.743
H 1.944 -5.013 0.565
H 4.319 -4.655 1.237
H -2.743 4.974 4.142
H -4.900 2.224 -5.381
C -1.735 3.091 -2.163
Be -1.829 0.032 -1.850
O -0.597 2.983 -2.442
C 9.057 -1.650 1.251
H -4.810 0.473 -5.656
C -4.238 1.358 -5.368
H 4.969 -2.449 2.201
C -2.387 2.220 -1.072
O -3.397 3.168 1.899
H -1.880 1.219 0.792
C -2.165 5.296 -2.757
H -1.870 3.585 4.923
H -3.598 3.428 4.539
H -1.855 6.639 -1.021
H -2.035 -8.540 -0.359
H -2.019 2.601 -5.020
C 2.267 -4.067 0.993
N -0.355 -7.342 0.087
C -2.645 3.876 4.218
N 1.314 -3.142 1.125
C -3.059 1.574 -6.300
H -3.400 6.859 -1.844
H -3.150 2.849 -0.582
H -0.380 -10.103 0.160
H -2.900 1.329 -1.525
Cl 10.815 -1.840 1.199
*
```

## Properties
- HOMO (Eh) = -0.36122
- DFT total energy (eV) = -84114.1084
- Kohn-Sham gap (eV) = 1.4

Q: Which value of DFT total energy does entry 6 give?
A: -84114.1084 eV

Q: Which value of DFT total energy does entry 1 give?
A: -42767.3098 eV